Record 1
C32H28CoN3O7PSSe3Te | ωB97M-V/def2-TZVPD

The geometry in XYZ format:
```
77
Properties=species:S:1:pos:R:3
Te -0.89866 -1.06404 -2.07546
Se -3.54896 1.30618 -0.55020
Se -2.32548 -0.48170 0.12520
Se -1.83263 0.48078 -3.63373
Co 0.17721 -0.17059 0.07725
S 2.56161 -4.56997 5.26579
P 0.45366 2.24319 -0.28897
O 4.05139 -0.23573 0.54568
O 3.48815 -4.08760 6.28042
O -1.63974 -6.49233 1.91296
O -3.72001 -3.72424 -0.89222
O 3.21589 -5.27387 4.16363
O 2.10672 -0.26855 -0.55014
O 1.38734 -5.25137 5.78913
N 0.54172 0.16102 2.17398
N -2.59099 -5.55078 0.11814
N 0.40185 -2.47523 0.48115
C -0.39114 4.02973 -3.84442
C -1.60179 -5.61635 1.06567
C 0.10078 -1.82420 3.54142
C 1.10069 3.68336 2.10254
C 3.82721 4.49000 -0.91320
C 3.28146 1.80732 -0.34360
C -1.35024 4.98506 -3.53997
C -0.46358 -4.64941 1.00524
C 0.11741 3.08876 1.31324
C 0.56381 -2.91459 4.26828
C -1.79117 5.12202 -2.23218
C 1.00253 -0.90933 3.01874
C 0.79882 4.15546 3.37516
C -0.29954 3.36629 -1.52633
C -0.48909 4.04736 3.87540
C 0.79242 -5.05624 1.44604
C 2.52319 4.04466 -0.80550
C 2.22555 2.70486 -0.52774
C 1.85088 -4.17394 1.34080
C -1.47674 3.45662 3.09700
C 2.36361 -1.06200 3.25122
C 0.12172 3.21933 -2.84589
C 1.62314 -2.90962 0.81238
C -1.17527 2.96973 1.83445
C -0.60960 -3.33604 0.59046
C 2.81702 -2.15012 3.97950
C -2.75164 -4.73229 -1.05963
C -1.26764 4.31767 -1.22929
C 4.59519 2.27412 -0.43017
C 3.13041 0.30678 -0.06607
C 1.92324 -3.08915 4.47688
C 4.87366 3.59504 -0.72255
H -0.96055 -1.70417 3.34623
H 1.58156 4.59972 3.97794
H -0.11922 -3.65740 4.65966
H -0.06108 3.89212 -4.86645
H 3.07124 -0.36874 2.81019
H -3.31733 -6.22633 0.29951
H 5.90140 3.92994 -0.79946
H -1.59474 -2.94354 0.37753
H -3.10541 -5.38576 -1.86006
H -1.62799 4.43064 -0.21618
H 0.91875 -6.03879 1.88175
H -1.76400 5.61000 -4.32239
H -1.95099 2.48446 1.24575
H 2.11588 3.76850 1.73690
H 3.87752 -2.29218 4.14425
H -1.78547 -4.32700 -1.35686
H 2.43016 -2.20246 0.66706
H 1.17809 0.94777 2.25580
H -2.55296 5.85242 -1.98772
H 4.02559 5.53128 -1.13757
H -0.71939 4.40711 4.87074
H 2.82880 -4.44625 1.71366
H 1.71089 4.74910 -0.93651
H 0.85010 2.45684 -3.09551
H -0.36435 0.49549 2.48876
H 5.38560 1.55652 -0.25633
H -2.48592 3.35328 3.47692
H -3.30997 -2.84653 -0.86752
```

Calculated values
- Expectation value of S²: 1.082
- 2S+1: 2
- Total charge: -2
- E_HOMO (spin up / spin down): -0.0912 / -0.0910 Ha
- Frontier orbital gap (spin up / spin down): 0.2114 / 0.2323 hartree

Record 2
C3H4FNO | ωB97M-V/def2-TZVPD

The geometry in XYZ format:
```
10
Properties=species:S:1:pos:R:3
F -1.01955 -1.26919 -0.14586
O 1.23018 1.37839 -0.15462
N 1.43401 -0.87860 0.05946
C -0.71529 -0.06905 -0.09412
C -1.63380 0.92056 0.16923
C 0.65909 0.27108 0.09832
H 0.93171 -1.81562 0.60960
H -1.30289 1.94187 0.25550
H 2.47433 -1.04201 0.16046
H -2.66676 0.72607 0.06729
```

Calculated values
- Energy relative to the best compared isomer or geometry (same formula, charge and spin): 166.83 kJ/mol
- E_HOMO: -0.3615 Ha
- Frontier orbital gap: 0.3697 hartree
- SMILES string: C=C(F)C(N)=O

Record 3
C37H48F3N8O15S | ωB97M-V/def2-TZVPD

The geometry in XYZ format:
```
112
Properties=species:S:1:pos:R:3
S -0.98836 -0.09691 1.64024
F -1.76128 2.20352 2.84829
F -3.39974 0.78775 2.48169
F -1.90545 0.51506 4.07945
O 7.43917 -7.97778 -5.53991
O -2.16388 -0.22990 -7.33216
O -6.62516 9.45246 -4.54719
O -1.65659 -1.39371 1.41106
O -3.02596 -9.68880 6.08490
O 5.30106 4.02853 -1.42887
O 10.90013 -5.56824 -1.08609
O -11.70544 4.38447 2.39844
O -0.86967 0.80533 0.44653
O 6.82668 -9.12379 -3.74382
O -9.62379 4.12519 2.87837
O 0.30320 -0.24056 2.35738
O 5.21123 3.42172 7.13262
O 11.00578 -7.50638 -0.09772
O -5.79335 10.28880 -6.31264
N 6.63564 -8.23946 -4.59825
N 4.45182 5.51613 6.49145
N 10.45938 -6.40356 -0.30124
N -5.68414 9.57564 -5.34518
N -10.80736 4.12875 3.21015
N 5.40438 3.36017 -3.59090
N -3.87789 -1.11710 -6.04419
N -2.64082 -7.53208 5.50189
C 7.33975 -4.62855 0.98922
C -10.52151 3.64079 6.96769
C -4.48014 -1.17551 -4.69145
C -4.47859 8.74074 -5.12255
C -2.13598 7.33662 -4.60104
C -2.20374 8.12811 -5.77438
C 5.83568 4.67191 -4.08843
C 7.41887 -6.84976 1.93955
C -12.44196 4.16693 5.12639
C 6.79395 -5.58029 1.82806
C -11.14849 4.01078 4.64703
C 5.37864 -7.44592 -4.48225
C 9.17445 -6.15720 0.39581
C -12.83106 3.95029 6.46507
C -3.07642 -8.48389 6.32887
C 3.01657 -5.95133 -4.28751
C -4.34883 7.92636 -3.98307
C -10.14856 3.89760 5.65390
C -2.07831 0.94796 2.82894
C 4.50411 4.14986 6.41503
C 5.48293 6.24169 7.23087
C 3.82027 6.39620 5.54057
C 8.57523 -7.09461 1.30059
C -3.37159 8.86798 -6.02824
C 5.08534 -6.43333 -5.44467
C -2.89025 -0.26822 -6.33130
C 5.05448 3.20265 -2.29892
C -2.02331 -7.75643 4.17873
C 4.46341 -7.67888 -3.48386
C 3.94473 -5.65078 -5.28387
C 8.38563 -4.95776 0.11676
C 3.24563 -7.02577 -3.41576
C -2.66759 -6.10919 5.92537
C -11.83523 3.58473 7.43451
C -3.19725 7.21768 -3.73837
C 5.11714 2.36443 -4.58986
C -4.23630 -2.07813 -7.08099
H -5.26591 -2.00861 -7.43197
H -13.85515 4.12335 6.76120
H 5.63653 -6.21348 -6.34703
H -1.16270 6.94072 -4.35129
H 3.78219 3.78888 5.66621
H -3.47872 -7.99561 7.22994
H -9.10854 3.99330 5.37895
H -1.39130 8.13712 -6.48589
H -3.27920 -5.93755 6.81113
H 3.16476 5.82369 4.88434
H -5.54054 -0.92546 -4.72529
H 4.53819 2.23469 -2.20566
H 3.74701 -4.89213 -6.02668
H 4.49159 6.98678 4.91714
H 5.96433 1.69649 -4.74550
H -12.13601 3.24876 8.41587
H 4.22946 1.85738 -4.21163
H 6.10706 6.80827 6.53983
H -3.09802 -5.50699 5.12525
H -4.22752 -3.03303 -6.55546
H 6.86497 4.61165 -4.44201
H -3.14675 6.52403 -2.91212
H 5.86700 -5.38299 2.34597
H 6.96438 -3.64351 0.75428
H 6.04123 5.63107 7.94048
H -13.20469 4.53473 4.45604
H 7.06205 -7.54196 2.68784
H 4.99051 7.02782 7.80324
H -3.37874 9.41357 -6.96028
H -1.12761 -7.18989 3.92403
H 3.22818 7.03726 6.19370
H -3.51952 -2.18911 -7.89463
H -2.81553 -7.56603 3.45470
H 9.13224 -8.01222 1.41955
H 8.60985 -4.25929 -0.67588
H -2.75242 0.40779 -5.47327
H -5.10597 7.77006 -3.22894
H 2.12979 -5.33920 -4.21456
H 2.50722 -7.30710 -2.67956
H 5.72912 5.40798 -3.29159
H 5.13295 4.83951 -4.90464
H 4.56278 -8.49222 -2.78029
H -9.71292 3.44703 7.65691
H -1.67768 -5.78695 6.24837
H 4.76743 2.86279 -5.49398
H -4.05252 -0.53096 -3.92348
H -4.38785 -2.18678 -4.29532
H -1.75632 -8.80668 4.06125
```

Calculated values
- Total charge: -1
- E_HOMO: -0.2165 Ha
- Frontier orbital gap: 0.2265 hartree